1.
DFT (the ωB97M-V functional and the def2-TZVPD basis) results for a 2-piece molecular cluster, C7H16N3 overall in a non-equilibrium geometry.

Last column: Löwdin spin population.
CARTESIAN COORDINATES (ANGSTROEM)
C: -0.8009 -0.2295 -2.4618  -0.003
C: 0.7265 -0.1399 -2.1783  0.002
C: -1.5909 -0.2272 -1.2252  0.006
C: -2.9376 -0.4926 -1.1400  0.069
C: -2.3669 0.5639 0.7036  0.402
N: -1.1630 0.3641 -0.0246  0.202
N: -3.3918 -0.2007 0.1055  0.215
H: -1.1175 0.6979 -3.0317  0.000
H: -1.0210 -0.9572 -3.2438  -0.001
H: 1.1021 -0.7019 -1.3305  0.001
H: -3.5851 -0.8949 -1.9124  0.008
H: -2.4583 0.9115 1.7225  0.058
H: -4.2984 -0.4828 0.4350  0.010
H: 0.8206 0.9356 -1.9986  0.000
H: 1.3610 -0.4115 -3.0462  0.000
C: 1.9322 -0.5003 1.4586  0.004
C: 3.0477 0.6021 1.4716  0.001
N: 0.6842 0.1132 2.0190  0.010
H: 1.7209 -0.9076 0.4809  0.002
H: 2.2090 -1.3087 2.1441  0.000
H: 3.0407 1.2260 2.3695  0.000
H: 2.9484 1.2603 0.6293  0.000
H: 0.3005 -0.5017 2.7543  0.006
H: 0.8933 0.9611 2.5488  0.001
H: -0.0390 0.2732 1.2320  0.005
H: 3.9834 0.0474 1.5183  0.000

Cartesian forces, eV/Å:
1.04 1.03 -1.40
-0.38 0.88 -1.13
-1.96 0.10 1.31
1.13 -0.93 -1.77
0.32 0.18 0.11
-0.14 -0.13 0.60
-0.40 0.29 0.63
0.73 -0.53 0.63
-0.26 -0.76 0.67
-0.39 -0.12 0.08
0.14 -0.01 0.17
0.30 -0.24 0.09
0.23 0.31 0.25
0.80 -0.24 0.32
-0.49 0.20 0.31
0.79 1.33 1.39
-0.48 -1.49 0.31
0.04 -0.67 1.35
-0.09 0.10 -0.11
0.04 0.11 -0.31
-0.29 -0.23 0.10
0.23 0.13 -0.53
-0.26 0.16 -0.83
0.02 0.11 -0.53
-0.95 0.03 -1.22
0.27 0.40 -0.50

Properties
Multiplicity: 2
E_HOMO (alpha / beta), eV: -2.572 / -6.174
Total energy, eV: -11984.3103
Kohn-Sham gap (alpha / beta), eV: 2.77 / 6.32
Molar mass, g/mol: 142.226

2.
DFT (the ωB97M-V functional and the def2-TZVPD basis) results for an isolated ion of composition C7H16N3OSi and charge +1 in a non-equilibrium geometry.

Last column: Mulliken charge in e.
CARTESIAN COORDINATES (ANGSTROEM)
C: 1.4534 2.4605 0.1175  -1.027
N: 0.9559 1.5409 -0.9594  -0.152
Si: 1.1077 -0.1461 -0.8214  0.155
C: 0.3285 -0.7041 -2.5185  -1.238
C: 2.6796 -0.9448 -0.1253  -1.138
C: -0.3481 -0.6259 0.5101  0.251
N: -1.5609 -0.2113 0.5353  0.308
C: -2.1982 0.8056 -0.2790  -1.041
C: -2.3137 -0.7744 1.6413  -0.249
C: -1.3200 -1.7318 2.2470  0.132
O: -1.3421 -2.5501 3.1058  -0.502
N: -0.1238 -1.4754 1.5157  -0.013
H: 0.9290 2.4120 1.1376  0.266
H: 2.4427 2.4747 0.2969  0.383
H: 1.1323 3.4135 -0.2635  0.374
H: 0.8460 2.1466 -1.7193  0.305
H: -0.3734 -0.0220 -2.7558  0.414
H: 1.0206 -0.6488 -3.2571  0.466
H: -0.0185 -1.7569 -2.3057  0.322
H: 2.4963 -2.0052 0.1471  0.416
H: 3.4008 -1.1759 -1.0388  0.304
H: 3.1228 -0.2940 0.6259  0.330
H: -1.6664 1.6199 -0.5568  0.366
H: -2.5860 0.2104 -1.0738  0.402
H: -2.9422 1.3831 0.3320  0.321
H: -3.3197 -1.3831 1.3212  0.333
H: -2.5710 -0.0471 2.5730  0.327
H: 0.7683 -1.9702 1.5681  0.183

Cartesian forces, eV/Å:
-4.69 0.14 0.36
1.37 0.08 3.24
-1.32 -0.07 -1.73
1.21 -3.20 4.92
0.21 -0.92 -2.70
2.43 0.01 -0.75
-1.57 1.60 1.18
-2.52 -1.29 1.61
-2.71 -0.82 2.01
1.40 -0.93 0.04
-0.87 0.11 0.31
0.56 -0.10 -0.56
0.46 -0.53 -1.39
3.56 -0.20 0.32
0.31 0.78 0.25
-0.32 -0.19 -1.75
-2.94 1.95 -0.53
2.33 -0.35 -2.23
0.00 1.10 -0.93
-0.02 0.70 0.61
-1.21 1.13 1.80
0.29 -0.45 0.09
2.82 1.71 -1.30
-0.94 0.55 -0.97
-0.05 -1.39 -0.43
2.46 1.74 0.67
0.39 -1.18 -2.57
-0.65 0.02 0.45

Properties
E_HOMO, eV: -13.209
Total energy, eV: -21907.3742
Kohn-Sham gap, eV: 9.52
Total charge: +1
SMILES: CN[Si](C)(C)C1=[N+](C)CC(=O)N1
Molar mass, g/mol: 186.311

3.
DFT (the ωB97M-V functional and the def2-TZVPD basis) results for a 2-piece molecular cluster, C7H16N4O2 overall in a non-equilibrium geometry.

Last column: Löwdin spin population.
CARTESIAN COORDINATES (ANGSTROEM)
C: -0.4152 0.6575 -1.9736  0.151
C: 0.0358 2.7815 1.6476  0.002
C: -1.4718 -3.8906 -0.1872  0.007
C: 2.3122 0.3816 -0.5237  0.027
C: -0.4035 -2.9015 -0.5732  0.027
C: -0.9861 -1.4830 -0.7780  0.104
C: 0.0441 -0.4615 -0.8684  0.663
N: 0.7497 3.3705 2.7036  0.001
N: -0.0712 3.5058 0.4936  0.000
N: 1.2608 -0.6411 -0.5469  0.282
N: -0.4970 1.6554 1.8825  0.005
O: 0.1613 0.2274 -2.9707  0.485
O: -0.9574 1.6933 -1.6087  0.170
H: -1.7975 -3.6212 0.8871  0.002
H: -1.1427 -4.9813 -0.2523  0.002
H: -2.3474 -3.7076 -0.8337  0.000
H: 2.5459 0.6764 0.5091  0.009
H: 3.1019 -0.0401 -1.0469  0.003
H: 1.8568 1.2143 -1.0385  0.001
H: 0.0646 -3.2337 -1.5639  0.000
H: 0.4064 -2.9366 0.1283  0.001
H: -1.8672 -1.3549 -1.4030  0.006
H: -1.5050 -1.4211 0.1680  0.034
H: 0.9571 2.9093 3.5800  0.000
H: 0.5038 4.2873 2.9288  0.000
H: -0.8103 2.9887 0.0084  0.000
H: 0.0536 4.4035 0.2087  0.000
H: 1.3543 -1.5210 -0.0882  0.014
H: -1.1358 1.4427 1.1110  0.003

Cartesian forces, eV/Å:
1.41 1.45 0.33
0.74 1.26 2.76
-0.72 -0.35 1.45
-2.39 -0.26 1.19
0.32 -0.83 -3.60
-0.52 -1.04 2.19
-5.89 1.70 -1.13
1.41 -0.28 -0.36
-2.09 -4.50 -0.06
4.71 -0.42 0.72
-0.88 -0.64 -0.71
-0.19 0.10 -1.00
-0.25 -1.56 -0.21
0.32 -0.78 -1.52
-0.47 1.54 0.17
0.24 -0.45 0.25
0.11 -0.04 -0.32
1.88 -0.19 -0.84
0.44 0.48 -0.16
-0.45 0.32 1.15
0.27 0.17 0.63
0.49 -0.44 -0.97
-0.38 0.69 1.08
-0.55 -0.82 -0.69
-0.34 1.72 -0.20
0.64 0.92 -0.75
0.80 2.94 0.07
0.88 -0.11 0.50
0.46 -0.59 0.00

Properties
Multiplicity: 3
E_HOMO (alpha / beta), eV: -5.639 / -8.569
Total energy, eV: -17568.7562
Kohn-Sham gap (alpha / beta), eV: 6.55 / 5.80
Molar mass, g/mol: 188.231

4.
DFT (the ωB97M-V functional and the def2-TZVPD basis) results for a 2-piece molecular cluster, C7H16O overall in a non-equilibrium geometry.

Last column: Mulliken charge in e.
CARTESIAN COORDINATES (ANGSTROEM)
C: 1.1591 1.1191 2.1540  -1.244
C: 1.3398 0.5378 0.7675  -0.123
C: 0.3767 0.4894 -0.1604  0.674
C: -1.0802 0.7171 0.1831  -1.527
C: 0.6268 -0.1448 -1.5097  -0.835
C: 1.4621 -1.4598 -1.5940  -0.269
C: 1.1445 -2.1401 -2.8986  -1.215
H: 1.0190 0.2507 2.7783  0.255
H: 0.3410 1.8479 2.2212  0.330
H: 1.9609 1.7523 2.4587  0.379
H: 2.2993 0.1277 0.4948  0.319
H: -1.7899 0.9814 -0.6046  0.419
H: -1.1857 1.4586 0.9979  0.287
H: -1.6328 -0.0995 0.6543  0.295
H: -0.4109 -0.3142 -1.8375  0.309
H: 0.9798 0.5956 -2.2490  0.334
H: 2.5253 -1.1624 -1.4130  0.203
H: 1.0820 -1.9650 -0.7056  0.358
H: 1.5482 -3.1851 -2.9361  0.337
H: 1.8533 -1.8918 -3.7056  0.330
H: 0.0908 -2.1750 -3.0571  0.376
O: -3.8442 0.9250 2.4065  -0.607
H: -4.8162 0.9267 2.4836  0.308
H: -3.6150 1.0318 3.3434  0.309

Cartesian forces, eV/Å:
-0.53 -0.04 -1.06
-0.75 1.09 -0.29
0.07 -1.21 0.50
-0.63 1.13 1.15
-0.79 0.48 -0.73
-0.48 2.12 1.02
2.89 -2.19 -0.04
-0.09 0.17 0.96
-0.31 -0.75 -0.10
1.22 -0.15 0.34
0.37 0.15 0.08
0.61 0.37 -0.37
0.04 0.04 -0.68
0.67 -0.76 -0.08
0.38 -0.58 -0.39
0.15 -0.10 0.31
-0.70 -0.70 -0.36
0.39 -0.74 -0.13
-0.88 0.12 0.89
-1.10 1.35 -0.23
-0.52 0.21 -0.77
-0.81 0.08 0.81
0.46 -0.05 -0.46
0.36 -0.04 -0.36

Properties
E_HOMO, eV: -8.523
Total energy, eV: -9564.4839
Kohn-Sham gap, eV: 9.24
SMILES: C/C=C(\C)CCC.O
Molar mass, g/mol: 116.204

5.
DFT (the ωB97M-V functional and the def2-TZVPD basis) results for a 2-piece molecular cluster, C7H16O overall in a non-equilibrium geometry.

Last column: Mulliken charge in e.
CARTESIAN COORDINATES (ANGSTROEM)
C: -1.3247 1.8408 -2.2889  -0.797
C: -1.2134 2.0638 -0.9779  -0.187
C: -1.4494 1.2161 0.2412  -0.440
C: -1.1927 -0.2760 -0.1062  -0.409
C: 0.1388 -0.8067 0.3592  -0.229
C: 0.1309 -1.3647 1.8045  -0.468
C: -0.0199 -2.8944 1.8759  -1.215
H: -1.6682 0.9428 -2.7763  0.337
H: -0.8059 2.4902 -2.9857  0.241
H: -0.8154 3.0862 -0.7330  0.219
H: -2.4400 1.3288 0.6455  0.353
H: -0.7103 1.6048 0.9337  0.321
H: -1.1191 -0.2960 -1.2061  0.163
H: -2.0437 -0.9135 0.1663  0.303
H: 0.3867 -1.6200 -0.3603  0.405
H: 0.9433 -0.0746 0.2577  -0.198
H: 1.1835 -1.2232 2.2755  0.259
H: -0.4866 -0.6888 2.3952  0.355
H: 0.1589 -3.2378 2.9262  0.338
H: -1.0050 -3.2171 1.5306  0.322
H: 0.7286 -3.3878 1.2964  0.348
O: 3.8437 0.7018 -0.9606  -0.664
H: 3.9575 0.1221 -1.7098  0.313
H: 2.9535 0.7845 -0.6117  0.331

Cartesian forces, eV/Å:
0.82 -0.30 0.19
0.29 1.93 -0.31
0.41 -0.82 -1.06
-0.19 0.80 -0.92
0.31 -1.46 0.19
3.09 0.22 0.02
-1.13 0.67 1.55
-0.24 -0.36 0.29
-0.51 0.49 0.11
-0.28 -1.00 -0.20
-0.41 0.35 0.27
-0.11 -0.24 0.62
-0.42 -0.23 0.41
0.33 0.01 0.17
0.18 0.28 0.62
-0.23 0.25 -0.10
-1.48 0.17 -0.84
-0.54 -0.67 0.31
-0.47 0.19 -0.77
0.04 -0.18 0.12
0.54 -0.11 -0.65
0.88 0.76 0.71
-0.78 -0.24 -0.08
-0.11 -0.52 -0.64

Properties
E_HOMO, eV: -9.679
Total energy, eV: -9564.4730
Kohn-Sham gap, eV: 10.53
SMILES: C=CCCCCC.O
Molar mass, g/mol: 116.204

6.
DFT (the ωB97M-V functional and the def2-TZVPD basis) results for a 2-piece molecular cluster, C7H16O overall in a non-equilibrium geometry.

Last column: Mulliken charge in e.
CARTESIAN COORDINATES (ANGSTROEM)
C: -1.3411 0.4785 -2.5840  -0.785
C: -1.8488 -0.5684 -1.9487  -0.154
C: -0.8880 -1.6030 -1.3255  -0.539
C: 0.4725 -0.9813 -0.7215  -1.096
C: 0.3523 0.2661 0.1418  -0.267
C: -0.0187 -0.2363 1.5912  -0.471
C: 1.1710 -0.6306 2.3743  -1.372
H: -0.3042 0.7082 -2.7370  0.294
H: -1.9309 1.3758 -2.8073  0.253
H: -2.8915 -0.7348 -1.7499  0.313
H: -0.3968 -2.3580 -1.9204  0.374
H: -1.5082 -1.9869 -0.4955  0.258
H: 1.0275 -0.8536 -1.6661  0.487
H: 0.8493 -1.8657 -0.1943  0.312
H: 1.2652 0.8291 0.2059  0.343
H: -0.4621 0.8736 -0.2534  0.340
H: -0.5652 0.6502 1.9766  0.297
H: -0.7983 -0.9977 1.5401  0.394
H: 1.2702 -0.4129 3.4445  0.324
H: 1.2817 -1.7280 2.4466  0.337
H: 2.1335 -0.3260 1.9356  0.361
O: 1.4027 2.7078 1.4411  -0.635
H: 0.6806 2.9558 2.0235  0.309
H: 1.8653 1.9769 1.8326  0.324

Cartesian forces, eV/Å:
-1.30 1.48 0.21
2.36 -0.85 -0.39
-0.09 1.74 1.76
-1.27 -0.63 -1.65
-0.82 -2.21 0.69
-1.46 2.57 -1.19
1.90 -1.79 1.19
0.53 -0.59 0.10
-0.28 -0.61 -0.32
-0.33 0.30 -0.11
-1.04 -0.62 -0.60
0.61 -0.63 -0.32
0.46 0.25 0.66
0.56 0.45 0.07
0.17 0.19 -0.29
0.29 0.22 0.12
0.45 -0.49 0.55
0.22 -0.21 -0.05
-0.63 0.69 -0.15
-0.13 0.19 -0.46
-0.31 0.19 -0.10
-0.11 0.95 -0.43
0.09 -0.17 0.16
0.12 -0.43 0.53

Properties
E_HOMO, eV: -9.536
Total energy, eV: -9564.1705
Kohn-Sham gap, eV: 10.43
SMILES: C=CCCCCC.O
Molar mass, g/mol: 116.204